(1)
51
Properties=species:S:1:pos:R:3:forces:R:3 method="wB97M-V/def2-TZVPD" charge=0 lumo_energy_ev=0.5723 smiles="COc1ccc(S(=O)(=O)N2CCC(C(=O)N3CCCCC3)CC2)cc1Cl" homo_energy_ev=-8.71 e_above_lowest_kcal_mol=0.0
C 1.90410 4.20362 -1.63874 -0.157 0.103 -0.252
H 2.51540 4.17352 -2.54615 -0.027 -0.011 0.042
O 2.59695 3.67849 -0.52971 0.192 -0.274 0.237
C 2.88233 2.36281 -0.51239 0.071 -0.148 0.138
C 2.71610 1.49093 -1.58666 -0.024 0.129 0.012
C 3.00855 0.14430 -1.44993 0.085 0.028 -0.048
C 3.45697 -0.34266 -0.24024 0.155 -0.720 0.072
C 3.68041 0.50633 0.82908 0.044 0.183 -0.021
C 3.40393 1.85115 0.68908 -0.102 -0.057 -0.224
Cl 3.66228 2.93030 2.00101 0.063 0.100 0.251
H 4.06502 0.10691 1.75335 0.042 0.057 0.166
S 3.62001 -2.11113 0.00983 -0.095 -0.173 0.019
O 4.48094 -2.32262 1.13451 -0.128 0.317 0.181
O 3.93710 -2.73341 -1.24245 -0.242 0.240 -0.153
N 2.11671 -2.66887 0.45049 0.984 0.134 -0.255
C 1.14392 -2.94432 -0.57418 -0.247 0.042 -0.651
C 0.22559 -1.75260 -0.84931 -0.038 -0.255 0.156
H 0.80266 -0.93883 -1.29012 -0.106 -0.019 -0.029
H -0.54916 -2.04793 -1.56055 0.003 0.016 -0.071
C -0.41547 -1.23205 0.44518 0.214 0.354 -0.034
C -1.10675 0.08519 0.09293 0.138 -0.377 0.046
O -0.45834 1.11798 0.03495 0.284 0.202 0.094
N -2.42066 0.06599 -0.21832 -0.375 0.167 -0.188
C -3.32627 -1.05944 -0.22836 -0.095 -0.360 0.301
H -2.78873 -1.99999 -0.13149 0.010 0.057 -0.076
C -4.36378 -0.90860 0.88683 -0.107 -0.004 -0.304
C -5.12644 0.40114 0.70399 0.158 0.029 0.283
C -4.14330 1.56737 0.64029 -0.113 -0.112 -0.279
C -3.10713 1.32334 -0.45557 0.119 0.475 0.146
H -2.35573 2.11360 -0.46404 -0.138 -0.110 -0.097
H -3.59701 1.28093 -1.43493 0.014 0.017 0.001
H -4.67109 2.50032 0.43977 0.016 0.064 0.036
H -3.62806 1.66593 1.59758 0.039 0.064 0.039
H -5.82843 0.54523 1.52661 -0.082 -0.007 -0.048
H -5.70115 0.35830 -0.22439 -0.077 -0.002 -0.035
H -5.04958 -1.75664 0.86540 0.001 -0.055 0.042
H -3.85296 -0.90424 1.85184 0.036 -0.065 0.052
H -3.84048 -1.06732 -1.19808 0.047 -0.071 0.035
H -1.11027 -1.97284 0.84551 -0.030 -0.004 -0.041
C 0.66549 -0.96101 1.49724 -0.063 -0.154 -0.057
C 1.56323 -2.18415 1.69007 -0.124 0.364 0.522
H 0.98581 -3.00046 2.14170 0.115 0.006 0.010
H 2.40558 -1.95555 2.34272 -0.166 -0.047 0.195
H 1.25175 -0.10143 1.17379 -0.100 -0.034 0.069
H 0.19460 -0.70653 2.44882 0.030 0.054 0.036
H 0.54810 -3.80626 -0.24930 0.082 0.010 -0.021
H 1.70259 -3.22191 -1.46828 -0.237 -0.125 -0.016
H 2.90033 -0.53596 -2.28027 -0.068 -0.018 -0.139
H 2.34784 1.85731 -2.53091 -0.033 0.059 -0.078
H 1.68996 5.24025 -1.38435 0.004 -0.077 -0.062
H 0.96655 3.66549 -1.80387 0.031 0.008 -0.001

(2)
17
Properties=species:S:1:pos:R:3:forces:R:3 method="wB97M-V/def2-TZVPD" charge=0 lumo_energy_ev=1.0087 homo_energy_ev=-9.46 e_above_lowest_kcal_mol=73.2
C -1.78449 1.20797 0.02697 0.137 -0.016 0.142
C -0.56126 0.30718 0.06085 0.061 0.180 0.216
C 0.58647 0.38992 -0.97584 -0.081 0.175 -0.339
C 0.43170 -1.12428 -0.84449 0.277 -0.080 -0.184
C 1.29030 -1.38204 0.36417 -0.323 0.891 0.554
C 0.42515 0.19260 1.23267 0.133 -1.141 0.181
O -0.90821 -1.03359 -0.32503 -0.251 -0.024 -0.459
H -2.45740 0.99890 0.86468 0.145 0.008 -0.042
H -2.34199 1.00323 -0.89716 0.250 0.029 0.207
H -1.53277 2.27321 0.03585 0.100 -0.164 0.100
H 1.45273 0.65667 -0.35905 0.270 0.628 -1.601
H 0.50545 0.89918 -1.93400 -0.345 -0.097 0.025
H 0.47323 -1.75816 -1.73255 0.272 -0.143 0.282
H 2.36955 -1.33690 0.12576 -0.483 0.511 0.389
H 1.09733 -2.39332 0.78615 -0.215 1.049 0.466
H 0.15880 -0.15377 2.21704 -0.688 -0.336 0.140
H 0.79543 1.25320 1.35398 0.740 -1.471 -0.079

(3)
38
Properties=species:S:1:pos:R:3:forces:R:3 method="wB97M-V/def2-TZVPD" charge=-1 lumo_energy_ev=3.1452 smiles="C#CN(COO)[C@](F)(CCCCN(C)C(C)=O)C(=O)[O-]" homo_energy_ev=-5.53
C -1.14618 4.19503 2.12201 -0.070 0.270 0.550
C -1.62182 3.36211 1.40470 -0.237 0.058 -0.723
N -2.17501 2.45729 0.54143 0.503 -0.942 1.181
C -3.38024 1.88130 1.15138 -0.300 0.515 -0.268
O -3.12693 1.29650 2.41363 -0.268 -0.232 -0.060
O -3.55075 -0.06934 2.34148 0.011 -0.031 0.572
C -1.17256 1.42106 0.18207 0.423 0.348 -0.695
F -0.46680 1.02450 1.32053 -0.201 0.057 0.118
C -0.14345 2.02461 -0.77907 -0.643 0.035 -0.424
C 0.65749 0.99175 -1.56194 0.777 0.162 0.226
C 1.35894 -0.04608 -0.68497 0.122 0.042 -0.037
C 2.37502 -0.85008 -1.50543 -0.181 0.114 -0.423
N 2.67428 -2.20003 -1.01780 -0.307 0.059 0.594
C 3.29702 -2.21889 0.30505 0.267 0.094 -0.298
C 1.56432 -3.08832 -1.17571 0.140 -0.408 -0.294
C 0.56263 -3.28389 -0.06110 0.166 0.016 -0.021
O 1.41994 -3.67023 -2.22565 -0.108 0.290 -0.042
C -1.87972 0.18228 -0.45818 -0.166 -0.910 0.524
O -2.39910 0.38864 -1.56262 0.045 0.098 0.121
O -1.83149 -0.87793 0.23027 0.036 0.657 -0.491
H -0.82179 4.77656 2.95232 0.132 0.044 -0.228
H -3.81745 1.14077 0.49039 0.128 -0.045 -0.094
H -4.09510 2.69602 1.28794 0.101 0.106 0.053
H -2.71208 -0.52652 2.15207 0.068 0.034 -0.537
H -0.71534 2.62213 -1.49070 -0.012 -0.012 -0.026
H 0.50286 2.72206 -0.24336 0.064 -0.153 0.210
H 0.04336 0.48961 -2.30718 -0.201 -0.012 0.078
H 1.43786 1.52905 -2.11703 -0.060 0.060 -0.065
H 1.86055 0.45782 0.14453 -0.042 0.038 0.054
H 0.60799 -0.69556 -0.24251 -0.014 -0.073 0.053
H 3.30500 -0.28158 -1.58967 0.122 -0.104 0.050
H 1.99784 -0.94208 -2.52643 0.001 -0.171 -0.019
H 2.99567 -3.10765 0.85244 0.008 0.000 0.098
H 4.38080 -2.27778 0.17702 0.044 0.031 0.014
H 3.08840 -1.32743 0.89989 -0.209 -0.055 0.111
H -0.31262 -2.67244 -0.30128 -0.047 0.040 0.041
H 0.24921 -4.32477 -0.04078 -0.009 -0.039 0.032
H 0.92495 -2.96770 0.91206 -0.082 0.017 0.061

(4)
16
Properties=species:S:1:pos:R:3:forces:R:3 method="wB97M-V/def2-TZVPD" charge=0 lumo_energy_ev=0.9968 homo_energy_ev=-7.79 e_above_lowest_kcal_mol=97.8
C -0.32752 0.96565 -1.76983 -0.092 0.163 -0.303
O -0.52444 0.60615 -0.41647 -0.383 0.408 0.126
C 0.64818 0.29680 0.24170 -0.678 -0.243 0.214
C 0.57583 0.51451 1.72927 -0.181 -0.057 0.021
C 0.70828 -1.66203 -0.01847 -0.520 2.373 0.606
O -0.07697 -1.93168 -1.10232 -0.080 0.094 0.044
H 0.19381 1.93050 -1.83619 -0.051 -0.103 -0.015
H 0.23559 0.20416 -2.32411 -0.101 0.124 0.161
H -1.32371 1.06235 -2.20303 0.123 0.039 -0.061
H 1.49634 0.89136 -0.18807 -0.340 -0.797 0.037
H 0.55713 1.57942 1.98987 -0.001 -0.135 -0.052
H 1.43659 0.05457 2.23543 -0.189 0.064 -0.189
H -0.33736 0.04287 2.09820 0.057 0.104 0.143
H 1.53947 -0.97636 -0.10994 1.816 -1.817 -0.559
H 0.24892 -1.88630 0.93657 0.479 -0.139 0.119
H -0.96005 -1.58179 -0.88684 0.140 -0.078 -0.293